Computed, not measured: a cluster of 12 separate species, C48H84Cl6O24 in total, with the ωB97M-V functional and the def2-TZVPD basis.

Structure (XYZ):
```
162
Properties=species:S:1:pos:R:3
Cl 0.666 3.949 1.364
C 0.936 5.417 0.413
C 1.739 6.503 1.111
Cl 3.313 5.971 1.703
H -0.017 5.898 0.188
H 1.464 5.111 -0.492
H 1.181 6.849 1.976
H 1.841 7.303 0.383
Cl 0.959 2.637 5.323
C 2.047 1.739 4.208
C 2.062 0.270 4.540
Cl 3.006 -0.628 3.349
H 3.024 2.163 4.435
H 1.807 1.950 3.174
H 1.032 -0.100 4.604
H 2.458 0.084 5.536
Cl -4.081 -4.706 -4.017
C -3.272 -3.536 -2.936
C -2.222 -2.697 -3.681
Cl -0.737 -3.646 -4.016
H -2.735 -4.107 -2.188
H -4.030 -2.910 -2.485
H -1.861 -1.899 -3.038
H -2.665 -2.293 -4.591
C -2.923 3.561 1.375
O -2.759 3.014 2.641
C -2.775 4.044 3.649
C -2.610 3.410 4.980
O -2.541 4.465 5.922
C -2.167 4.017 7.193
H -3.958 3.899 1.218
H -2.686 2.780 0.657
H -2.252 4.415 1.208
H -3.779 4.499 3.606
H -1.988 4.776 3.428
H -1.755 2.719 4.988
H -3.525 2.845 5.225
H -2.173 4.882 7.849
H -1.170 3.563 7.146
H -2.877 3.288 7.615
C -0.584 5.064 -2.647
O -1.463 4.567 -3.652
C -1.659 5.514 -4.609
C -2.461 5.029 -5.757
O -1.933 3.958 -6.502
C -2.232 2.684 -5.965
H 0.433 5.197 -3.046
H -0.562 4.360 -1.811
H -0.965 6.014 -2.224
H -0.731 5.989 -4.947
H -2.263 6.342 -4.185
H -2.450 5.868 -6.478
H -3.538 4.945 -5.551
H -3.318 2.472 -5.964
H -1.867 2.550 -4.949
H -1.764 1.927 -6.595
C 6.589 0.457 -3.779
O 5.889 0.235 -2.581
C 5.379 1.405 -2.118
C 4.854 1.177 -0.698
O 4.294 2.354 -0.228
C 4.060 2.263 1.147
H 7.378 1.203 -3.673
H 5.880 0.698 -4.582
H 7.044 -0.496 -4.056
H 4.510 1.723 -2.729
H 6.130 2.204 -2.152
H 5.670 0.801 -0.054
H 4.104 0.373 -0.723
H 3.775 3.223 1.590
H 4.898 1.921 1.780
H 3.217 1.579 1.369
C -2.317 -3.279 0.329
O -3.748 -3.064 0.288
C -4.164 -1.803 0.780
C -4.440 -0.795 -0.319
O -3.246 -0.476 -1.008
C -3.273 0.812 -1.647
H -2.050 -4.183 -0.233
H -1.929 -3.487 1.344
H -1.767 -2.453 -0.139
H -3.493 -1.387 1.547
H -5.089 -1.956 1.365
H -4.916 0.097 0.115
H -5.170 -1.241 -1.015
H -4.204 0.988 -2.197
H -2.421 0.846 -2.330
H -3.151 1.627 -0.912
C -2.727 -4.008 8.100
O -2.676 -3.104 7.017
C -3.712 -2.197 7.016
C -3.660 -1.310 5.800
O -3.754 -2.128 4.658
C -3.366 -1.490 3.493
H -1.811 -4.590 8.090
H -3.598 -4.674 8.161
H -2.756 -3.428 9.050
H -3.646 -1.603 7.945
H -4.695 -2.695 7.056
H -2.753 -0.690 5.777
H -4.573 -0.691 5.856
H -2.390 -0.972 3.564
H -4.090 -0.712 3.208
H -3.252 -2.220 2.698
C 1.627 1.601 -1.280
O 1.991 0.255 -1.550
C 1.024 -0.676 -1.103
C 1.094 -0.986 0.373
O 0.789 0.137 1.190
C -0.577 0.522 1.189
H 2.229 2.301 -1.867
H 1.755 1.962 -0.258
H 0.569 1.774 -1.537
H 1.192 -1.630 -1.632
H 0.004 -0.421 -1.431
H 2.157 -1.170 0.576
H 0.537 -1.887 0.647
H -1.219 -0.149 1.783
H -1.006 0.586 0.183
H -0.576 1.503 1.655
C 0.876 -3.484 3.718
C -0.061 -3.836 4.593
C -0.921 -5.074 4.387
O -1.671 -5.478 5.278
C -0.839 -5.712 3.052
C 0.040 -5.299 2.142
C 1.088 -4.239 2.473
O 2.020 -4.036 1.705
O 0.123 -5.876 0.965
O -0.302 -3.144 5.656
H 1.447 -2.602 3.994
H -1.552 -6.492 2.814
H 0.810 -5.459 0.392
H -1.121 -3.540 6.095
C 3.003 -3.539 -1.340
C 4.050 -2.926 -1.885
C 4.551 -3.295 -3.259
O 5.521 -2.767 -3.721
C 3.715 -4.241 -3.994
C 2.700 -4.893 -3.444
C 2.294 -4.635 -1.996
O 1.360 -5.237 -1.517
O 1.955 -5.784 -4.067
O 4.685 -1.962 -1.336
H 2.627 -3.123 -0.408
H 4.021 -4.509 -5.006
H 1.599 -6.394 -3.384
H 5.419 -1.697 -1.955
C 0.811 -0.245 -6.569
C 1.568 -0.770 -7.532
C 2.876 -1.515 -7.294
O 3.389 -2.102 -8.225
C 3.370 -1.411 -5.939
C 2.650 -0.837 -4.968
C 1.309 -0.192 -5.200
O 0.701 0.311 -4.300
O 3.101 -0.784 -3.766
O 1.158 -0.765 -8.791
H -0.088 0.275 -6.870
H 4.321 -1.843 -5.623
H 2.454 -0.272 -3.136
H 1.900 -1.131 -9.329
```

Properties
Structure (SMILES) = O=C1C=C(O)C(=O)C=C1O.O=C1C=C(O)C(=O)C=C1O.O=C1C=C(O)C(=O)C=C1O.COCCOC.COCCOC.COCCOC.COCCOC.COCCOC.COCCOC.ClCCCl.ClCCCl.ClCCCl



Computed, not measured: a cluster of 7 separate species, C48H86FIO24 in total, with the ωB97M-V functional and the def2-TZVPD basis.

Structure (XYZ):
```
160
Properties=species:S:1:pos:R:3
C -2.794 6.488 -2.553
C -2.981 5.447 -3.737
O -2.243 4.245 -3.545
C -3.050 3.228 -2.911
C -2.180 2.319 -1.952
O -1.604 1.264 -2.725
C -1.311 0.109 -1.943
C -1.134 -1.209 -2.772
F -1.169 -2.326 -1.877
C 0.367 -1.218 -3.318
O 0.762 0.029 -3.878
C 1.742 0.702 -3.050
C 1.556 2.249 -3.296
C 1.537 3.156 -2.018
O 1.687 4.329 -2.179
I 1.210 2.499 0.019
C 3.232 0.308 -3.424
C 4.158 1.101 -2.423
C 4.194 0.713 -1.015
C 5.017 1.452 0.018
C 5.822 2.615 -0.394
C 6.650 3.431 0.662
C 5.783 2.976 -1.816
C 4.978 2.249 -2.812
O -1.940 -1.353 -3.892
C -3.341 -1.137 -3.666
C -4.066 -2.223 -2.779
C -4.221 -1.862 -1.258
C -4.900 -0.473 -0.954
C -4.783 -0.258 0.635
C -4.454 1.243 1.036
C -3.003 1.448 1.642
C -2.983 1.717 3.203
C -2.397 0.518 4.048
C -0.831 0.386 3.961
C -0.324 -1.029 4.491
O -1.064 -2.139 3.959
C -1.078 -2.109 2.523
H -1.711 6.614 -2.276
H -3.416 6.209 -1.661
H -3.138 7.514 -2.878
H -2.565 5.966 -4.649
H -4.080 5.277 -3.934
H -3.799 3.775 -2.276
H -3.586 2.594 -3.678
H -2.857 1.982 -1.128
H -1.346 2.983 -1.595
H -2.194 -0.054 -1.248
H -0.435 0.282 -1.251
H 0.352 -1.967 -4.165
H 1.071 -1.637 -2.551
H 1.577 0.368 -1.995
H 0.634 2.406 -3.909
H 2.427 2.578 -3.932
H 3.400 -0.776 -3.157
H 3.499 0.518 -4.490
H 3.594 -0.150 -0.632
H 5.028 1.166 1.099
H 6.009 3.474 1.587
H 7.650 2.984 0.873
H 6.716 4.486 0.290
H 6.393 3.853 -2.132
H 4.955 2.572 -3.877
H -3.825 -1.200 -4.684
H -3.609 -0.112 -3.292
H -3.506 -3.187 -2.886
H -5.096 -2.382 -3.214
H -4.907 -2.645 -0.813
H -3.277 -1.913 -0.662
H -5.992 -0.419 -1.191
H -4.388 0.415 -1.405
H -3.934 -0.879 1.053
H -5.707 -0.659 1.137
H -4.572 1.959 0.183
H -5.178 1.507 1.861
H -2.270 0.641 1.374
H -2.598 2.392 1.168
H -2.303 2.596 3.405
H -3.985 1.985 3.626
H -2.625 0.760 5.130
H -2.917 -0.450 3.835
H -0.288 1.142 4.594
H -0.428 0.509 2.913
H 0.771 -1.194 4.248
H -0.400 -1.093 5.608
H -0.129 -1.655 2.139
H -1.293 -3.132 2.131
H -1.925 -1.447 2.185
C -3.674 1.137 9.157
O -3.605 2.104 8.109
C -3.824 3.363 8.508
O -4.063 3.718 9.632
O -3.732 4.158 7.434
C -3.944 5.543 7.709
H -3.481 0.160 8.716
H -2.912 1.334 9.912
H -4.667 1.125 9.606
H -3.194 5.917 8.406
H -4.949 5.709 8.100
H -3.845 6.084 6.769
C -9.745 0.989 -2.637
O -9.060 0.641 -1.435
C -9.817 0.702 -0.333
O -10.977 1.017 -0.287
O -9.054 0.352 0.708
C -9.730 0.373 1.965
H -9.035 0.903 -3.457
H -10.573 0.303 -2.821
H -10.101 2.019 -2.593
H -10.559 -0.336 1.968
H -10.083 1.378 2.196
H -9.014 0.072 2.728
C 7.156 -2.187 0.301
O 5.829 -2.275 0.815
C 5.361 -3.523 0.913
O 5.953 -4.527 0.608
O 4.119 -3.462 1.408
C 3.488 -4.733 1.569
H 7.428 -1.134 0.265
H 7.860 -2.705 0.953
H 7.205 -2.587 -0.713
H 4.046 -5.353 2.271
H 3.387 -5.236 0.607
H 2.493 -4.557 1.974
C 12.655 -2.626 -2.878
O 11.327 -2.721 -2.364
C 10.865 -3.973 -2.268
O 11.463 -4.973 -2.570
O 9.622 -3.920 -1.778
C 8.996 -5.195 -1.619
H 12.920 -1.570 -2.910
H 13.359 -3.141 -2.223
H 12.706 -3.028 -3.890
H 9.554 -5.812 -0.914
H 8.901 -5.699 -2.582
H 7.998 -5.025 -1.216
C -6.449 3.650 5.837
O -7.237 4.654 5.194
C -6.845 4.934 3.946
O -5.922 4.423 3.367
O -7.657 5.879 3.456
C -7.351 6.277 2.120
H -6.851 3.502 6.838
H -6.514 2.705 5.296
H -5.411 3.972 5.925
H -7.448 5.433 1.436
H -6.349 6.704 2.065
H -8.070 7.042 1.832
C 7.316 -10.144 -6.386
O 8.280 -9.097 -6.289
C 9.201 -9.286 -5.335
O 9.266 -10.231 -4.593
O 10.035 -8.240 -5.352
C 11.078 -8.307 -4.378
H 6.626 -9.883 -7.187
H 7.798 -11.089 -6.638
H 6.751 -10.236 -5.457
H 11.710 -9.179 -4.550
H 10.663 -8.325 -3.370
H 11.688 -7.411 -4.484
```

Properties
Structure (SMILES) = CCOCCOC[C@](F)(CO[C@H](CC(=O)I)Cc1ccc(C)cc1)OCCCCCCCCCCCOC.COC(=O)OC.COC(=O)OC.COC(=O)OC.COC(=O)OC.COC(=O)OC.COC(=O)OC



Computed, not measured: a cluster of 8 separate species, C48H92N16O12P4 in total, with the ωB97M-V functional and the def2-TZVPD basis.

Structure (XYZ):
```
172
Properties=species:S:1:pos:R:3
C 1.538 -6.043 2.454
C 0.791 -6.761 3.383
C -0.458 -7.229 3.020
C -0.901 -7.088 1.722
C -0.165 -6.399 0.778
C 1.041 -5.850 1.175
N -2.188 -7.659 1.325
O -2.603 -7.413 0.218
O -2.751 -8.383 2.127
H 2.492 -5.620 2.741
H 1.184 -6.889 4.382
H -1.069 -7.733 3.757
H -0.544 -6.197 -0.212
H 1.601 -5.196 0.518
C 5.449 0.408 0.380
C 4.722 1.358 1.096
C 4.407 1.147 2.426
C 4.983 0.069 3.076
C 5.827 -0.806 2.426
C 6.044 -0.650 1.062
N 4.621 -0.210 4.466
O 5.100 -1.206 4.984
O 3.836 0.547 5.015
H 5.522 0.520 -0.691
H 4.325 2.182 0.514
H 3.850 1.865 3.012
H 6.202 -1.702 2.899
H 6.563 -1.416 0.500
C 5.453 1.714 -2.808
C 5.594 3.036 -2.405
C 4.497 3.856 -2.176
C 3.233 3.319 -2.363
C 3.052 2.035 -2.828
C 4.158 1.226 -2.984
N 2.062 4.200 -2.239
O 1.010 3.804 -2.701
O 2.219 5.269 -1.673
H 6.304 1.053 -2.892
H 6.580 3.482 -2.335
H 4.651 4.862 -1.818
H 2.107 1.598 -3.112
H 3.995 0.194 -3.260
C -4.545 5.239 -0.547
C -3.439 4.406 -0.646
C -2.610 4.240 0.441
C -2.896 4.934 1.602
C -3.999 5.761 1.727
C -4.814 5.933 0.625
N -1.979 4.826 2.742
O -2.186 5.462 3.758
O -1.004 4.104 2.595
H -5.211 5.317 -1.397
H -3.289 3.824 -1.547
H -1.815 3.508 0.435
H -4.190 6.187 2.702
H -5.707 6.538 0.711
O 3.194 0.190 -5.601
P 2.873 -1.028 -6.364
N 2.443 -0.778 -7.924
C 2.804 0.499 -8.530
C 1.396 -1.523 -8.618
N 1.678 -1.914 -5.638
C 0.644 -1.237 -4.862
C 1.498 -3.339 -5.833
N 4.117 -2.115 -6.456
C 4.721 -2.494 -5.193
C 5.054 -2.085 -7.566
H 3.729 0.882 -8.107
H 1.996 1.232 -8.453
H 3.007 0.327 -9.593
H 1.529 -1.402 -9.691
H 0.407 -1.165 -8.316
H 1.470 -2.577 -8.366
H 0.054 -1.972 -4.316
H 1.070 -0.553 -4.124
H -0.025 -0.646 -5.495
H 1.776 -3.906 -4.933
H 0.458 -3.591 -6.062
H 2.115 -3.724 -6.640
H 5.377 -1.701 -4.801
H 3.938 -2.663 -4.451
H 5.327 -3.392 -5.311
H 4.540 -2.039 -8.522
H 5.648 -3.003 -7.558
H 5.768 -1.255 -7.464
O -1.245 -1.071 0.511
P 0.203 -1.107 0.772
N 0.540 -1.887 2.195
C 1.843 -1.873 2.847
C -0.563 -2.527 2.923
N 0.931 0.358 0.870
C 0.773 1.158 2.078
C 1.270 1.136 -0.312
N 1.029 -1.849 -0.467
C 0.316 -2.878 -1.218
C 2.481 -1.888 -0.522
H 2.360 -0.939 2.617
H 2.505 -2.684 2.523
H 1.691 -1.947 3.924
H -1.188 -3.109 2.243
H -1.176 -1.790 3.440
H -0.136 -3.300 3.565
H 0.113 0.642 2.779
H 1.711 1.312 2.614
H 0.285 2.091 1.795
H 1.209 0.482 -1.178
H 0.549 1.950 -0.479
H 2.239 1.621 -0.187
H 0.681 -2.900 -2.245
H 0.499 -3.858 -0.760
H -0.751 -2.691 -1.146
H 2.921 -2.332 0.377
H 2.905 -0.890 -0.655
H 2.785 -2.507 -1.368
O -1.018 0.851 9.482
P -1.413 0.896 8.066
N -0.886 -0.290 7.049
C -1.594 -1.559 7.030
C 0.525 -0.433 6.759
N -0.904 2.316 7.395
C -0.299 3.341 8.240
C -0.951 2.631 5.972
N -3.061 0.799 7.904
C -3.714 0.719 6.620
C -3.853 1.353 8.981
H -1.343 -2.104 6.109
H -2.671 -1.441 7.039
H -1.291 -2.249 7.829
H 0.715 -0.504 5.686
H 0.980 -1.283 7.278
H 1.069 0.427 7.158
H -0.032 4.233 7.681
H -0.933 3.565 9.099
H 0.628 2.963 8.690
H -1.374 1.779 5.446
H -1.634 3.473 5.823
H 0.036 2.890 5.586
H -4.303 1.604 6.360
H -3.017 0.430 5.838
H -4.460 -0.098 6.610
H -4.906 1.199 8.756
H -3.628 2.407 9.195
H -3.619 0.867 9.932
O -3.366 1.316 -4.628
P -4.258 1.275 -3.457
N -3.423 1.422 -2.025
C -1.962 1.403 -2.062
C -3.995 1.007 -0.756
N -5.146 -0.110 -3.297
C -4.479 -1.324 -2.876
C -6.361 -0.329 -4.039
N -5.379 2.485 -3.534
C -5.017 3.672 -4.298
C -6.502 2.593 -2.615
H -1.514 2.351 -2.370
H -1.578 0.587 -2.678
H -1.589 1.235 -1.049
H -3.919 -0.068 -0.562
H -5.033 1.316 -0.659
H -3.457 1.483 0.068
H -3.600 -1.130 -2.264
H -5.147 -1.937 -2.265
H -4.136 -1.914 -3.736
H -6.651 0.539 -4.629
H -6.189 -1.128 -4.775
H -7.210 -0.637 -3.420
H -4.100 4.143 -3.922
H -4.848 3.415 -5.342
H -5.813 4.410 -4.222
H -6.181 2.811 -1.590
H -7.035 1.640 -2.570
H -7.196 3.362 -2.944
```

Properties
Structure (SMILES) = CN(C)P(=O)(N(C)C)N(C)C.CN(C)P(=O)(N(C)C)N(C)C.CN(C)P(=O)(N(C)C)N(C)C.CN(C)P(=O)(N(C)C)N(C)C.O=[N+]([O-])c1ccccc1.O=[N+]([O-])c1ccccc1.O=[N+]([O-])c1ccccc1.O=[N+]([O-])c1ccccc1
Energy above the lowest of the compared OMol25 structures with the same formula, charge and spin = 0.0000 eV



| no. | HOMO-LUMO gap (eV) |
| --- | --- |
| 1 | 7.934 |
| 2 | 9.013 |
| 3 | 7.232 |